1.
The following is a DFT calculation (ωB97M-V/def2-TZVPD) of a structure of composition C14H56FeO18S at a distorted geometry.

The geometry in XYZ format:
```
90
Properties=species:S:1:pos:R:3
Fe 11.26 -17.99 3.40
S 10.26 -16.72 1.28
O 10.79 -16.37 2.59
O 10.57 -18.09 1.65
O 8.87 -16.48 1.12
O 11.12 -16.15 0.25
C 12.34 -23.09 2.44
O 13.13 -22.09 3.05
H 11.46 -23.30 3.04
H 12.10 -22.91 1.39
H 12.83 -24.06 2.46
H 13.64 -22.53 3.72
C 7.43 -20.82 5.83
O 8.72 -20.19 6.07
H 6.76 -20.97 6.68
H 6.90 -20.38 4.99
H 7.74 -21.80 5.48
H 9.01 -20.25 6.98
C 12.34 -20.55 5.79
O 12.24 -19.20 5.27
H 12.08 -21.37 5.13
H 13.25 -20.74 6.36
H 11.58 -20.73 6.55
H 12.68 -18.75 6.00
C 12.23 -12.75 2.36
O 11.31 -11.98 1.66
H 13.19 -12.78 1.84
H 12.39 -12.43 3.39
H 11.85 -13.77 2.39
H 11.16 -12.30 0.77
C 13.27 -15.59 3.91
O 13.01 -17.00 3.78
H 13.70 -15.16 3.01
H 12.33 -15.07 4.10
H 13.95 -15.32 4.72
H 13.82 -17.44 4.04
C 16.10 -18.86 5.32
O 15.41 -18.55 4.15
H 15.65 -18.35 6.17
H 16.03 -19.95 5.41
H 17.15 -18.59 5.19
H 15.84 -19.06 3.46
C 13.52 -18.16 8.32
O 13.27 -17.52 7.09
H 14.46 -18.72 8.32
H 13.64 -17.43 9.12
H 12.77 -18.88 8.63
H 14.05 -16.98 6.90
C 9.61 -20.60 3.01
O 9.92 -19.49 3.91
H 10.32 -20.57 2.19
H 9.63 -21.59 3.47
H 8.61 -20.49 2.60
H 9.28 -19.59 4.61
C 14.08 -14.79 -0.81
O 13.80 -15.73 0.20
H 13.26 -14.09 -0.97
H 14.95 -14.18 -0.57
H 14.21 -15.37 -1.73
H 12.86 -15.90 0.17
C 9.20 -13.87 4.23
O 10.04 -14.36 5.22
H 8.34 -13.28 4.53
H 9.77 -13.22 3.56
H 8.86 -14.70 3.61
H 10.46 -13.60 5.62
C 7.92 -18.96 -0.74
O 7.41 -18.76 0.58
H 8.95 -19.33 -0.72
H 7.36 -19.64 -1.38
H 8.15 -18.08 -1.34
H 8.01 -18.09 0.92
C 6.67 -16.95 4.09
O 7.96 -17.24 3.56
H 5.89 -17.54 3.61
H 6.78 -17.16 5.15
H 6.37 -15.91 3.93
H 8.11 -16.87 2.69
C 13.34 -19.18 1.41
O 12.60 -19.39 2.58
H 13.09 -18.19 1.03
H 14.38 -19.20 1.74
H 13.06 -19.92 0.66
H 12.94 -20.22 2.91
C 9.96 -17.25 6.45
O 10.48 -17.03 5.17
H 10.24 -18.20 6.91
H 10.27 -16.45 7.12
H 8.87 -17.30 6.53
H 10.18 -16.13 5.04
```

Values from the calculation:
Gap between HOMO and LUMO (alpha / beta) = 9.0 / 7.6 eV
LUMO level (alpha / beta) = -2.34 / -3.74 eV
Electronic energy = -3582.785520 Eh
Spin multiplicity = 6
Highest occupied orbital energy (alpha / beta) = -11.359 / -11.358 eV
Total charge = +1
⟨S²⟩ = 8.76

What are the Löwdin partial charges on each atom? They are as follows, in elementary charge units: 1.122 0.344 -0.347 -0.335 -0.243 -0.247 -0.130 -0.132 0.075 0.096 0.087 0.097 -0.074 -0.148 0.091 0.090 0.079 0.095 -0.088 -0.157 0.075 0.092 0.074 0.023 -0.190 -0.098 0.084 0.088 0.048 0.087 -0.054 -0.166 0.088 0.062 0.098 0.059 -0.130 -0.118 0.068 0.091 0.096 0.094 -0.131 -0.121 0.080 0.092 0.092 0.091 -0.049 -0.179 0.080 0.084 0.096 0.035 -0.156 -0.150 0.075 0.078 0.079 -0.005 -0.125 -0.109 0.094 0.075 0.073 0.110 -0.166 -0.116 0.064 0.081 0.077 -0.004 -0.115 -0.150 0.081 0.073 0.080 0.010 -0.062 -0.196 0.082 0.092 0.110 0.061 -0.102 -0.155 0.073 0.099 0.089 0.042

2.
The following is a DFT calculation (ωB97M-V/def2-TZVPD) of a cluster of 20 separate species, C14H59Cl2N2O20 in total at a distorted geometry.

The geometry in XYZ format:
```
97
Properties=species:S:1:pos:R:3
C 0.58 -2.89 0.26
O -0.58 -2.15 0.58
C -1.57 -2.22 -0.44
C -1.71 -0.96 -1.30
C -2.26 0.30 -0.58
C -1.16 1.37 -0.26
C -0.74 1.33 1.22
C 0.66 1.92 1.53
N 1.64 1.38 0.55
C 2.12 2.20 -0.36
C 3.02 1.67 -1.30
C 3.35 0.34 -1.22
C 4.28 -0.31 -2.16
Cl 4.04 0.00 -3.87
C 5.29 -1.11 -1.78
C 6.21 -1.72 -2.83
Cl 5.62 -1.44 -0.10
C 2.75 -0.39 -0.17
N 1.93 0.11 0.70
H 1.01 -2.51 -0.69
H 0.40 -3.97 0.11
H 1.27 -2.78 1.10
H -2.56 -2.51 -0.06
H -1.28 -3.04 -1.12
H -2.41 -1.23 -2.10
H -0.75 -0.77 -1.81
H -2.93 0.79 -1.31
H -2.86 0.07 0.30
H -1.61 2.34 -0.47
H -0.35 1.18 -0.98
H -0.79 0.33 1.67
H -1.47 1.95 1.76
H 0.71 3.00 1.58
H 1.01 1.55 2.51
H 1.84 3.26 -0.44
H 3.44 2.30 -2.08
H 6.92 -2.43 -2.41
H 6.71 -0.89 -3.33
H 5.55 -2.28 -3.50
H 2.99 -1.45 -0.10
O -2.03 4.26 -2.52
H -2.12 5.16 -2.16
H -1.30 4.34 -3.15
O -3.72 2.16 1.45
H -4.40 2.33 2.12
H -4.21 2.15 0.62
O -4.11 -0.33 -3.34
H -4.74 -0.56 -4.03
H -4.33 0.58 -3.10
O -5.91 0.21 2.02
H -5.02 -0.16 1.96
H -6.31 -0.28 2.75
O -4.24 2.21 -2.11
H -3.80 3.05 -2.26
H -5.06 2.44 -1.65
O -6.42 3.43 1.07
H -6.72 2.97 1.86
H -7.19 3.91 0.76
O 9.38 -1.35 -3.07
H 9.53 -1.01 -2.18
H 10.06 -0.91 -3.60
O 1.66 0.36 5.13
H 1.49 0.05 4.23
H 2.60 0.57 5.13
O -3.12 6.80 -3.08
H -3.96 6.82 -2.61
H -3.34 6.42 -3.94
O -6.07 -0.32 4.83
H -6.14 0.58 5.17
H -5.53 -0.78 5.48
O 1.36 -2.72 4.09
H 0.70 -2.56 4.78
H 0.86 -2.70 3.27
O 2.27 -2.99 -5.40
H 2.22 -2.13 -4.98
H 3.03 -2.91 -5.99
O 7.77 -2.89 1.71
H 7.49 -3.37 2.50
H 6.98 -2.41 1.44
O 5.58 -1.88 3.27
H 4.89 -1.73 3.93
H 5.10 -1.89 2.43
O -2.65 -5.17 -1.39
H -2.12 -5.87 -0.99
H -3.55 -5.37 -1.11
O -5.25 3.89 3.83
H -5.06 4.20 4.73
H -4.59 4.32 3.28
O 4.61 -4.75 -0.63
H 5.48 -5.15 -0.62
H 4.77 -3.81 -0.80
O -4.35 -3.44 1.87
H -4.55 -3.71 0.97
H -3.40 -3.26 1.85
O 0.11 4.23 -0.25
H -0.57 4.47 0.40
H -0.37 4.19 -1.09
```

Values from the calculation:
Gap between HOMO and LUMO = 7.5 eV
LUMO level = -4.20 eV
Electronic energy = -3103.212545 Eh
Highest occupied orbital energy = -11.689 eV
Total charge = +1

What are the Löwdin partial charges on each atom? They are as follows, in elementary charge units: -0.122 -0.198 -0.226 -0.151 -0.171 -0.178 -0.146 -0.082 -0.081 0.029 0.056 -0.197 -0.620 0.771 -0.636 -0.106 0.849 -0.069 0.202 0.084 0.100 0.075 0.103 0.100 0.092 0.109 0.069 0.106 0.077 0.098 0.110 0.098 0.109 0.115 0.133 0.131 0.079 0.080 0.083 0.097 -0.051 0.034 0.065 -0.051 0.010 0.023 -0.060 0.042 -0.004 -0.066 0.022 0.013 -0.048 0.033 0.066 -0.059 0.032 0.045 -0.056 0.042 0.043 -0.053 0.000 0.037 -0.049 0.053 0.053 -0.045 0.047 0.050 -0.052 0.045 0.009 -0.060 -0.006 0.034 -0.078 0.037 -0.097 -0.050 0.047 -0.017 -0.048 0.044 0.038 -0.051 0.045 0.037 -0.056 0.046 -0.036 -0.049 0.027 0.019 -0.063 0.071 0.024

3.
The following is a DFT calculation (ωB97M-V/def2-TZVPD) of a structure of composition C14H6F6N4O3PdS2 at a distorted geometry.

The geometry in XYZ format:
```
36
Properties=species:S:1:pos:R:3
Pd 1.60 0.19 -0.69
S -5.43 -0.37 1.45
N -4.55 0.94 1.13
C -3.36 0.51 0.72
C -2.26 1.36 0.32
C -2.26 2.76 0.28
C -1.13 3.42 -0.13
C 0.01 2.71 -0.47
N 0.02 1.38 -0.42
C -1.10 0.70 -0.06
C -1.00 -0.74 -0.12
N 0.17 -1.24 -0.59
C 0.35 -2.55 -0.70
C -0.66 -3.44 -0.33
C -1.86 -2.95 0.15
C -2.05 -1.57 0.25
C -3.26 -0.90 0.70
N -4.36 -1.52 1.09
H -3.16 3.30 0.57
H -1.10 4.50 -0.18
H 0.93 3.20 -0.76
H 1.30 -2.89 -1.09
H -0.48 -4.50 -0.42
H -2.66 -3.63 0.44
F 3.80 0.44 3.09
C 3.27 -0.37 2.20
F 1.94 -0.24 2.18
F 3.60 -1.62 2.42
S 3.88 0.11 0.51
O 3.23 -0.94 -0.40
O 5.28 0.26 0.52
O 3.05 1.33 0.12
F 1.08 1.33 -3.18
C 2.00 0.55 -2.71
F 3.16 1.09 -2.62
F 2.00 -0.62 -3.24
```

Values from the calculation:
Gap between HOMO and LUMO = 6.3 eV
LUMO level = -9.47 eV
Electronic energy = -2504.678299 Eh
Energy above the lowest of the compared OMol25 structures with the same formula, charge and spin = 12.88 kcal/mol
Highest occupied orbital energy = -15.820 eV
Total charge = +2

What are the natural (NBO) partial charges on each atom? They are as follows, in elementary charge units: 1.145 1.077 -0.562 0.079 -0.056 -0.048 -0.213 0.086 -0.450 0.232 0.141 -0.444 0.091 -0.214 -0.049 -0.055 0.151 -0.578 0.275 0.274 0.248 0.251 0.274 0.275 -0.253 0.766 -0.320 -0.264 2.231 -0.888 -0.762 -0.883 -0.232 1.120 -0.222 -0.226

4.
The following is a DFT calculation (ωB97M-V/def2-TZVPD) of a structure of composition C14H7BeF3N2OS at a distorted geometry.

The geometry in XYZ format:
```
29
Properties=species:S:1:pos:R:3
Be -1.14 0.44 0.00
F 0.30 4.96 0.78
C 1.48 4.46 0.43
F 2.34 4.74 1.42
F 1.90 5.18 -0.63
C 1.49 2.99 0.10
C 2.71 2.47 -0.32
C 2.81 1.12 -0.65
C 1.67 0.35 -0.59
N 0.50 0.85 -0.21
C 0.38 2.13 0.18
S -1.17 2.49 0.77
H 3.56 3.12 -0.39
H 3.75 0.69 -0.95
H 1.66 -0.71 -0.82
O -3.00 2.00 -1.51
C -2.14 1.39 -1.07
N -1.23 -6.61 0.15
C -1.32 -5.46 0.22
C -1.41 -4.06 0.27
C -1.40 -3.32 -0.92
C -1.44 -1.94 -0.86
C -1.48 -1.23 0.35
C -1.52 -2.01 1.51
C -1.48 -3.39 1.49
H -1.35 -3.83 -1.87
H -1.41 -1.38 -1.78
H -1.56 -1.51 2.47
H -1.48 -3.96 2.41
```

Values from the calculation:
Gap between HOMO and LUMO = 8.6 eV
LUMO level = -0.60 eV
Electronic energy = -1435.050387 Eh
Energy above the lowest of the compared OMol25 structures with the same formula, charge and spin = 17.41 kcal/mol
Highest occupied orbital energy = -9.159 eV

What are the natural (NBO) partial charges on each atom? They are as follows, in elementary charge units: 1.496 -0.300 0.980 -0.322 -0.326 -0.212 -0.080 -0.285 0.099 -0.691 0.082 -0.177 0.239 0.238 0.226 -0.435 0.255 -0.314 0.266 -0.142 -0.172 -0.267 -0.599 -0.224 -0.182 0.220 0.194 0.210 0.223

5.
The following is a DFT calculation (ωB97M-V/def2-TZVPD) of the molecule C14H7F7N4OS at a distorted geometry.

The geometry in XYZ format:
```
34
Properties=species:S:1:pos:R:3
C 3.29 -1.57 -0.57
C 2.53 -0.47 -0.01
C 1.17 -0.45 0.12
S 0.16 -1.86 0.00
C -1.50 -1.14 0.13
C -2.39 -1.61 1.10
F -2.05 -2.60 1.91
C -3.50 -0.93 1.39
F -4.33 -1.37 2.40
C -3.79 0.31 0.71
C -5.01 1.18 0.90
F -5.79 0.85 -0.09
F -4.77 2.52 0.79
F -5.62 1.06 2.15
C -2.99 0.66 -0.49
F -3.34 1.69 -1.34
C -1.89 -0.15 -0.77
F -1.16 0.06 -1.93
O 0.88 0.67 0.83
C 2.03 1.36 1.08
N 2.17 2.49 1.75
C 3.45 2.86 1.76
N 3.61 4.10 2.27
N 4.49 2.36 1.21
C 4.29 1.26 0.58
N 5.44 0.80 0.16
C 3.05 0.69 0.50
H 3.81 -2.04 0.23
H 2.74 -2.32 -1.06
H 4.01 -1.21 -1.28
H 4.62 4.44 2.10
H 2.83 4.60 2.09
H 6.18 1.48 0.04
H 5.37 0.26 -0.65
```

Values from the calculation:
Gap between HOMO and LUMO = 7.2 eV
LUMO level = -0.47 eV
SMILES string = Cc1c(Sc2c(F)c(F)c(C(F)(F)F)c(F)c2F)oc2nc(N)nc(N)c12
Electronic energy = -1929.164007 Eh
Energy above the lowest of the compared OMol25 structures with the same formula, charge and spin = 0.00 kcal/mol
Highest occupied orbital energy = -7.713 eV

What are the natural (NBO) partial charges on each atom? They are as follows, in elementary charge units: -0.628 -0.046 0.083 0.345 -0.266 0.379 -0.285 0.339 -0.293 -0.220 0.980 -0.293 -0.313 -0.323 0.376 -0.288 0.320 -0.304 -0.429 0.556 -0.538 0.569 -0.783 -0.556 0.473 -0.748 -0.320 0.225 0.230 0.202 0.397 0.393 0.400 0.367

Repeat the fourth record exactly.
The following is a DFT calculation (ωB97M-V/def2-TZVPD) of a structure of composition C14H7BeF3N2OS at a distorted geometry.

The geometry in XYZ format:
```
29
Properties=species:S:1:pos:R:3
Be -1.14 0.44 0.00
F 0.30 4.96 0.78
C 1.48 4.46 0.43
F 2.34 4.74 1.42
F 1.90 5.18 -0.63
C 1.49 2.99 0.10
C 2.71 2.47 -0.32
C 2.81 1.12 -0.65
C 1.67 0.35 -0.59
N 0.50 0.85 -0.21
C 0.38 2.13 0.18
S -1.17 2.49 0.77
H 3.56 3.12 -0.39
H 3.75 0.69 -0.95
H 1.66 -0.71 -0.82
O -3.00 2.00 -1.51
C -2.14 1.39 -1.07
N -1.23 -6.61 0.15
C -1.32 -5.46 0.22
C -1.41 -4.06 0.27
C -1.40 -3.32 -0.92
C -1.44 -1.94 -0.86
C -1.48 -1.23 0.35
C -1.52 -2.01 1.51
C -1.48 -3.39 1.49
H -1.35 -3.83 -1.87
H -1.41 -1.38 -1.78
H -1.56 -1.51 2.47
H -1.48 -3.96 2.41
```

Values from the calculation:
Gap between HOMO and LUMO = 8.6 eV
LUMO level = -0.60 eV
Electronic energy = -1435.050387 Eh
Energy above the lowest of the compared OMol25 structures with the same formula, charge and spin = 17.41 kcal/mol
Highest occupied orbital energy = -9.159 eV

What are the natural (NBO) partial charges on each atom? They are as follows, in elementary charge units: 1.496 -0.300 0.980 -0.322 -0.326 -0.212 -0.080 -0.285 0.099 -0.691 0.082 -0.177 0.239 0.238 0.226 -0.435 0.255 -0.314 0.266 -0.142 -0.172 -0.267 -0.599 -0.224 -0.182 0.220 0.194 0.210 0.223